A structure of composition C32H71N3NbO3P2, computed with ωB97M-V/def2-TZVPD.

Properties
E_HOMO (spin up / spin down) in eV: -3.31 / -3.31
Multiplicity: 3
Charge: -1
Frontier orbital gap (spin up / spin down) in eV: 5.50 / 5.48

The geometry in XYZ format:
```
112
Properties=species:S:1:pos:R:3:forces:R:3
H -2.66679 -1.62871 0.82962 0.029 0.074 -0.106
H -0.48928 -2.09824 3.15054 -0.063 0.024 0.016
C -6.55639 0.19832 -1.59698 -0.172 0.430 0.045
H 1.96631 -2.80397 6.60765 0.008 -0.010 -0.003
H -5.18149 -1.45641 0.36203 0.135 0.071 0.037
H -1.31461 4.52423 0.54702 0.020 -0.005 -0.030
H -2.59669 2.27336 0.20146 0.059 -0.061 0.028
H 0.52389 -4.23493 3.46261 -0.039 0.026 0.019
H 1.02247 3.75037 0.02702 -0.021 0.078 -0.039
H 0.14397 -1.91380 -2.36031 -0.033 0.066 0.038
H -7.75212 -0.61856 -3.19278 -0.012 0.051 0.053
H 7.01144 3.72733 -3.90860 -0.007 -0.007 0.029
H 5.96565 3.82440 -0.30728 0.005 0.005 0.004
H 6.67624 0.63897 -2.82472 -0.028 -0.032 0.030
H 3.14716 0.89394 -3.62423 -0.016 0.144 0.061
H 0.90646 -3.81780 7.81969 0.024 -0.027 0.001
H 0.58765 3.58678 -1.68088 0.101 -0.028 0.178
H 1.97066 -4.95304 6.06178 -0.011 0.022 0.007
C 4.05276 0.71412 -3.05100 -0.035 -0.118 -0.231
H -1.45397 2.38099 -5.69510 0.001 0.015 -0.074
C -3.64563 -2.15434 -0.99058 -0.311 -0.230 0.066
H 0.81064 0.57761 -3.17173 -0.160 0.259 -0.349
H 4.61915 -0.07814 -3.54954 -0.033 -0.026 0.056
C 5.18994 4.84093 -3.51922 -0.055 -0.019 -0.124
H -3.38381 -3.93970 1.08865 0.021 -0.030 -0.120
H 4.27597 6.28835 -1.35395 -0.022 -0.011 0.012
H -0.41915 -2.83138 -0.35040 -0.019 0.093 -0.021
H 7.01456 4.07605 -1.70860 0.003 -0.004 -0.008
H -5.72082 -1.49250 -2.44782 -0.312 -0.255 0.248
H -2.26151 -4.44973 -0.20679 -0.084 0.018 0.026
O 3.01512 3.03407 -2.44939 -0.185 -0.075 0.325
C 0.11066 -1.68906 3.95866 -0.063 -0.042 -0.178
C 1.39591 -2.09141 6.01748 -0.052 -0.007 0.056
H 2.11693 -1.48729 5.46691 -0.009 0.015 0.009
H -0.42866 -0.84983 4.39874 -0.016 -0.018 0.024
H -2.23982 -5.58468 7.60919 -0.019 0.019 -0.004
H -4.16509 -3.12223 -1.04246 0.064 0.061 -0.150
N -0.83936 -3.19228 5.65236 0.173 -0.705 -0.568
H 5.71879 5.79626 -3.44825 0.006 -0.005 -0.026
H -1.63899 -3.81035 1.31427 -0.038 0.024 0.000
H -0.62946 5.52556 -0.73991 -0.003 -0.090 0.033
H 3.53196 4.93314 -0.47972 0.007 -0.008 0.007
N -3.01721 0.91276 -2.39191 0.643 0.231 -1.216
C 4.86092 4.37150 -2.09786 0.238 0.057 0.406
C -0.85909 -1.58349 -2.05247 0.091 -0.145 -0.483
H -2.03812 0.70555 0.80674 -0.031 0.051 -0.017
H -1.49823 2.18356 1.60787 -0.006 -0.055 -0.113
P -0.25424 1.72372 -0.47273 0.228 0.367 -0.597
C -0.14259 -4.07738 7.90006 0.025 0.084 -0.028
H -7.68588 1.15087 -3.19255 0.039 0.008 0.066
H -2.78260 -5.12052 5.98682 -0.008 0.025 -0.017
C 6.11176 4.41888 -1.20996 0.001 -0.070 0.011
C 1.25322 -5.15643 5.26129 -0.027 0.049 0.046
C -0.94317 4.50730 -0.48102 -0.030 -0.061 -0.061
H -1.78169 4.23835 -1.12962 0.052 0.031 -0.019
H 6.28694 5.45390 -0.91331 -0.006 -0.007 0.017
N 4.26124 2.99357 -2.15987 -0.090 0.311 -0.946
C -1.03943 -1.94655 -0.56425 0.191 -0.195 0.117
H -5.92792 2.19499 -1.26203 0.021 -0.012 0.070
H 1.65737 -5.99895 4.69660 0.025 -0.003 0.016
H 1.04112 -1.31253 3.53136 -0.001 -0.012 0.014
H -2.75494 1.50283 -6.54456 0.055 0.087 0.008
C 1.11620 -3.94943 4.33727 -0.074 -0.124 -0.046
C -2.25575 -4.77817 6.87264 0.001 -0.102 -0.056
H -7.37322 1.77817 -0.35181 0.013 -0.076 0.007
H -1.53186 -2.18776 -2.68024 0.140 0.048 0.058
C -6.40688 1.39156 -0.69145 -0.183 -0.047 0.127
C -2.45977 -2.29437 -0.01805 0.002 -0.041 0.082
H 0.84980 -1.43476 6.69600 0.006 0.007 -0.005
H 2.09342 -3.62844 3.96784 0.001 -0.019 -0.010
H -5.78949 1.18630 0.18166 0.009 0.019 -0.049
C 5.29988 2.46851 -4.34034 -0.081 0.117 -0.097
C -4.66629 -1.10863 -0.54338 0.299 0.317 -0.218
H 5.99702 1.06137 -1.24721 0.012 0.008 0.005
H -0.60290 -1.16104 0.06461 -0.077 0.000 -0.015
H 5.91439 1.72571 -4.85626 -0.014 0.005 -0.013
H -0.74703 -5.90538 5.04043 -0.022 0.064 -0.008
C 0.44397 -2.74460 5.00511 0.266 0.362 0.250
H 2.93262 5.38011 -2.07433 -0.022 -0.033 0.011
C -5.70145 -0.81240 -1.59473 0.212 -0.439 -0.070
H -0.92765 2.33593 -3.37962 0.288 -0.102 -0.138
H -0.20994 -4.96354 8.53314 -0.041 0.018 0.018
H -4.11018 -0.19763 -0.30576 -0.115 -0.007 0.080
H 4.24936 5.03267 -4.04467 -0.027 -0.035 0.043
H 6.12274 4.18538 -5.34338 0.030 0.006 0.004
H 3.74147 0.35517 -2.07007 0.028 0.058 0.038
C 6.24281 1.44933 -2.23685 -0.014 0.095 0.079
C -0.10131 -5.54625 5.84759 0.026 -0.021 -0.140
C 0.20346 3.51389 -0.66088 0.052 0.179 0.091
C 4.96942 1.92769 -2.94458 0.354 -0.350 0.330
C -1.71070 1.46219 -6.22177 -0.191 0.261 -0.151
H -0.66045 -3.25744 8.40017 0.016 0.006 -0.002
H -2.80232 -3.93242 7.28995 0.006 0.007 0.003
O -0.07241 -0.63125 -5.79989 0.760 -0.126 -0.893
H -3.55530 0.32280 -3.03058 -0.137 -0.154 0.334
H -1.09733 1.37212 -7.12504 -0.054 -0.031 0.024
P -1.44472 0.00076 -5.13560 -0.254 0.399 0.919
H -8.64939 0.32065 -1.98015 0.023 -0.046 -0.068
H 4.36586 2.55655 -4.90341 -0.029 0.016 0.062
C -1.74286 1.74329 0.63320 -0.063 0.013 0.073
O -1.82079 -3.22823 4.83083 -0.190 0.272 0.106
Nb -0.95978 0.62308 -2.63877 -1.425 -1.009 1.546
H 0.45913 0.05776 -6.22897 -0.024 -0.277 0.445
H -3.28156 1.85654 -2.67718 -0.046 0.029 0.322
H 0.00767 -6.36913 6.55965 -0.004 -0.009 -0.016
H -3.33078 -1.92485 -2.00953 0.095 0.063 0.119
H 7.00767 2.21068 -2.12491 0.019 0.006 -0.031
C 3.82714 5.29845 -1.46396 -0.026 0.044 -0.086
C -7.71473 0.26348 -2.54956 0.085 0.088 -0.289
C -0.81445 -4.38991 6.55972 0.025 0.115 0.429
C 6.00192 3.82488 -4.31929 -0.022 -0.036 0.069
C -2.44274 -3.70775 0.57834 0.125 0.039 0.075
```
Positions in Å, forces in eV/Å.



A structure of composition C32H72F12InN3O3P3, computed with ωB97M-V/def2-TZVPD.

Properties
E_HOMO in eV: -17.20
Charge: +3
Frontier orbital gap in eV: 1.68

The geometry in XYZ format:
```
126
Properties=species:S:1:pos:R:3:forces:R:3
H 5.24834 -9.61815 10.92929 -0.560 0.139 0.180
H 6.08646 -3.33109 11.58461 0.494 -0.065 -0.798
F 3.88083 2.04964 19.45316 0.099 -1.243 -0.189
C 6.73715 2.16477 16.81538 -0.180 1.238 -0.237
H 4.72319 -8.17875 12.66203 0.494 -0.760 0.284
H 9.70103 -2.33375 12.59971 0.169 0.241 -0.257
H 1.48385 -1.01352 13.79170 0.243 -1.126 -0.088
C 10.75187 -4.96950 16.91288 -0.954 0.387 -0.189
F 4.00686 -0.28908 18.99412 -0.838 -0.855 -1.752
H 10.02544 -3.72897 15.31240 -0.331 0.381 0.128
F 5.68188 -5.23356 21.85029 0.099 0.322 -0.679
H 8.92433 1.93843 16.79852 -0.091 -0.407 -0.458
C 8.05253 1.58935 17.35187 0.753 1.347 0.022
H 2.38024 -6.15652 13.81732 0.010 -0.061 -0.215
C 3.09344 -6.92704 16.43993 0.324 0.487 -1.394
H 2.76812 -1.00407 10.91446 -0.785 -0.070 -0.386
H 7.46190 -9.90197 10.22131 0.466 -0.372 0.252
C 5.47870 -7.76976 11.99118 -1.351 0.761 0.323
H 8.18965 -3.72134 13.63480 0.202 0.273 0.531
H 6.58030 -0.93429 15.97143 -0.224 0.019 -0.211
C 4.00185 -6.62515 15.21475 -0.553 -0.477 -1.535
F 3.99751 1.52214 21.68650 -0.008 -1.280 -1.319
C 3.43554 -3.88718 11.69410 0.511 1.313 -0.117
H 7.72195 -3.31444 22.43960 -0.182 0.025 -0.232
C 2.34279 2.40315 15.27091 0.612 -1.334 1.153
F 4.28377 -0.75969 21.14762 -1.769 0.254 -0.173
H 0.79601 -0.25074 12.46725 0.182 0.459 -0.217
H 6.74122 3.02522 16.14627 0.666 0.398 0.550
C 8.68061 -3.71311 17.09338 -0.402 -0.647 0.280
O 4.75449 -3.09838 18.49877 0.798 -0.048 2.133
H 4.19373 0.30688 15.63732 -0.285 -0.010 -0.083
C 4.75267 -6.55107 11.46567 -0.373 1.765 -0.263
H 2.55861 -7.84413 16.19292 -0.567 0.360 0.045
H 7.93338 -6.28559 17.49214 0.693 0.109 -0.279
N 6.02758 1.14916 15.98190 2.097 -1.970 -0.753
H 4.27287 1.34142 17.07317 -0.042 0.029 -0.003
C 8.81825 -2.51677 11.98710 0.365 0.893 0.093
H 6.55808 1.98730 13.96261 -0.845 0.111 0.265
H 5.35318 -6.11479 10.66746 0.135 0.582 0.055
N 4.71981 -3.13087 17.26458 0.064 -1.619 -2.479
H 7.11996 -4.82658 11.76018 0.364 0.423 -0.383
H 7.42066 -3.68640 19.91259 -0.205 -0.269 -0.718
H 9.17362 -2.39174 22.05953 0.166 0.063 0.666
In 2.13098 -2.49677 19.72452 2.147 0.367 1.623
P 4.29076 -5.16409 12.65740 1.024 -1.174 0.012
O 5.57556 -3.58374 16.50539 -0.382 0.865 1.914
H 7.28151 -2.19014 13.37716 -0.244 -0.203 0.339
H 4.52821 -6.32309 17.86790 0.379 -0.110 0.143
C 8.79613 -3.39205 22.27162 -0.519 0.012 -1.031
H 5.98278 0.26593 13.96981 -0.017 0.166 0.186
F 5.60333 0.69037 20.15297 0.370 0.658 -0.099
H 7.58248 -0.23082 18.42814 0.405 0.480 0.456
C 10.31890 -5.05954 18.35186 -0.801 1.522 0.137
H 4.41140 -1.97089 12.35515 0.012 0.010 -0.396
C 5.89407 -8.74047 10.90067 0.044 -2.220 0.856
C 3.90483 2.42353 15.21541 -1.103 0.207 -0.599
H 8.44640 -1.56004 11.62036 0.367 0.103 -0.287
F 3.79092 -6.46401 22.31893 -0.156 0.770 -0.687
H 8.88608 -2.77327 19.54705 -0.081 0.207 -0.099
C 7.28878 -9.36286 11.15270 -0.495 1.057 -1.720
H 10.53819 -6.01928 18.81975 -0.565 0.259 0.342
H 5.78975 -8.46834 9.85035 0.250 0.925 0.202
H 1.91396 3.21775 14.68726 -0.078 -0.208 0.314
C 7.74076 -3.05493 12.89826 1.347 -0.620 -0.504
C 8.49162 -3.77294 19.72914 0.823 1.219 0.134
H 1.46194 -2.22532 11.43587 0.298 0.052 -0.641
C 3.88791 -7.18016 17.65923 0.080 -0.272 0.863
H 1.98665 2.31468 16.29728 0.065 1.296 0.376
H 6.38002 -5.04777 13.97761 -0.465 -0.097 0.365
C 6.74026 -3.91877 12.22903 -2.091 0.019 0.469
H 10.32584 -5.73353 16.26260 0.169 -0.584 0.365
H 5.45235 -3.49317 13.88543 0.000 -0.151 0.351
C 5.80056 -4.37417 13.34626 -0.606 -0.558 -0.744
C 2.30391 -1.58902 11.70846 0.746 0.282 1.721
H 4.13687 -7.58124 14.70901 0.285 -0.156 0.120
H 2.42594 -6.09886 16.67792 -0.385 0.018 -0.480
H 4.08655 2.41044 14.14074 0.624 -0.547 -0.056
F 2.57944 -4.50468 21.99756 -2.388 -0.155 0.369
F 4.30829 -3.33108 21.70167 1.138 0.899 -0.828
H 7.95511 -8.50121 11.11199 0.676 -0.360 0.544
H 10.73842 -4.19321 18.86330 0.891 -0.557 0.252
C 4.54077 1.26699 16.01923 -0.536 0.598 -0.501
H 11.83711 -5.06758 16.88592 -0.043 0.452 -0.310
C 3.32981 -5.71269 14.11638 0.087 0.013 0.848
C 9.11972 -4.25548 21.03655 0.030 -0.890 -0.138
H 9.13032 -3.09749 11.11907 -0.276 -0.340 0.224
H 10.19823 -4.26705 20.87909 0.084 -0.228 0.319
H 5.70830 -0.42216 17.40969 0.048 0.377 0.091
H 6.80793 -5.49565 18.39907 0.187 0.676 0.843
P 4.00299 0.66827 20.31092 1.443 2.292 2.367
N 8.82393 -4.55072 18.42541 -1.012 -1.703 -0.212
C 6.56438 1.03054 14.48479 0.069 0.875 1.224
H 3.07113 -4.78512 14.62707 -0.156 0.381 -0.123
H 4.19442 3.43969 15.48307 0.405 -0.214 0.637
P 4.12533 -4.92982 21.96664 0.806 -1.449 2.287
H 1.93344 1.42783 15.00771 0.195 -0.062 -1.221
C 6.49083 -0.13516 16.70728 0.272 -0.881 -0.949
H 4.43669 -8.11571 17.55116 0.305 0.177 0.336
H 7.63320 0.82040 14.44502 -0.058 -0.576 0.689
H 8.29439 -2.73052 17.36441 0.220 -0.057 0.120
F 2.38771 0.54577 20.30326 -0.090 -1.104 0.338
H 9.15911 -3.86076 23.18631 0.494 0.287 -0.223
H 7.93398 -4.15032 16.43044 -0.062 -0.445 0.488
H 2.41097 -4.13260 11.41458 0.036 -0.446 0.313
H 3.80516 -6.71876 10.95361 -0.215 -0.585 0.097
H 3.96403 -3.78453 10.74634 0.143 -0.429 -0.187
C 7.86022 0.10847 17.43021 -1.938 -1.063 0.401
O 3.63331 -2.78369 16.87317 -1.321 0.903 -1.348
H 8.26963 1.96843 18.35050 -0.388 0.261 -0.003
H 7.40669 -10.04141 11.99756 -0.129 0.424 0.069
F 3.90239 -5.16352 20.39259 0.377 -0.069 -1.171
H 3.18796 -7.25608 18.49134 0.280 -0.264 0.243
H 5.01535 -6.29992 15.44957 -0.117 0.370 0.343
C 1.75401 -0.65006 12.80024 -0.454 0.919 -0.249
H 3.11234 -2.55225 13.35529 0.246 -0.173 0.367
C 3.43138 -2.44661 12.31839 -1.167 -1.358 0.683
H 8.70330 -0.54072 17.19386 -0.106 0.289 -0.858
H 8.76285 -5.26546 21.23824 0.208 -0.209 -0.023
H 6.30631 -7.39932 12.59611 0.321 -0.301 0.001
H 6.11622 2.39730 17.68053 -0.383 -0.079 -0.200
H 8.14208 -6.48177 19.17455 -0.169 0.572 0.422
C 7.87125 -5.73334 18.42983 0.242 -0.845 -1.434
H 2.42065 0.17373 13.05533 0.106 0.227 -0.456
C 10.05273 -3.68999 16.40136 0.218 0.295 0.982
F 4.31389 -4.64971 23.54491 -0.447 0.392 -0.598
H 10.43645 -2.73411 16.75797 1.021 -0.196 -0.361
```
Positions in Å, forces in eV/Å.